DFT (wB97M-V/def2-TZVPD) results for an isolated molecule of C7H14O.

The geometry in XYZ format:
```
22
Properties=species:S:1:pos:R:3:mulliken_charge:R:1
C -2.37 1.37 0.75 -0.928
C -1.59 0.31 0.95 0.601
C -1.52 -0.25 2.34 -1.484
C -0.73 -0.33 -0.10 -0.460
C 0.75 -0.52 0.28 -0.504
C 1.74 0.26 -0.60 -0.782
C 1.58 -0.10 -2.12 -0.414
O 2.84 -0.74 -2.33 -0.517
H -2.86 1.66 -0.18 0.272
H -2.73 2.03 1.52 0.285
H -2.46 -0.12 2.90 0.430
H -1.24 -1.32 2.27 0.343
H -0.74 0.18 2.99 0.301
H -0.76 0.28 -1.01 0.368
H -1.22 -1.31 -0.23 0.239
H 1.00 -1.58 0.22 0.252
H 0.85 -0.15 1.31 0.366
H 2.73 0.03 -0.20 0.373
H 1.58 1.32 -0.42 0.323
H 1.43 0.73 -2.82 0.348
H 0.78 -0.84 -2.23 0.295
H 2.92 -0.91 -3.28 0.293
```

Computed properties:
Net charge: 0
Orbital gap, hartree: 0.3560
E_tot, eV: -9531.8818